Molecular formula: C2H3Br2O2S
Method: DFT, ωB97M-V/def2-TZVPD

As for the spin multiplicity: 1. For the gap between HOMO and LUMO, the calculation gives 6.74 eV. Its charge is -1. The LUMO energy comes out at 2.97 eV. The energy relative to the best compared isomer or geometry (same formula, charge and spin) is 26.1 kcal/mol.

XYZ file:
```
10
Properties=species:S:1:pos:R:3:lowdin_charge:R:1
C 0.180 -0.246 -0.669 -0.32
C -1.289 0.057 0.356 -1.22
O 1.613 -0.046 1.727 -0.60
O 2.970 0.056 -0.354 -0.58
S 1.803 0.585 0.360 0.63
Br -2.426 -1.437 0.275 0.58
Br -2.328 1.529 -0.302 0.52
H -0.029 -1.301 -1.090 0.04
H 0.233 0.467 -1.488 -0.01
H -0.727 0.338 1.185 -0.04
```